Model A:
Computed, not measured: C4H6S2 in the gas phase, with ωB97M-V/def2-TZVPD.

Geometry as XYZ:
```
12
Properties=species:S:1:pos:R:3
C -1.547 1.170 -0.413
C -0.763 -0.269 -0.161
C 0.611 -0.075 0.326
C 1.705 -1.070 0.447
H -1.800 1.463 0.746
H -0.923 2.054 -0.853
H -2.449 0.988 -1.003
H 0.717 0.708 1.037
H 1.417 -2.226 0.639
H 2.582 -0.865 1.009
S -1.386 -1.641 -0.637
S 1.835 -0.236 -1.138
```

Its LUMO energy is -0.5 eV. The frontier orbital gap is 8.238 eV. Its structure (SMILES) is CC(=S)[C@H]1CS1.

natural (NBO) population analysis, charges in e, atoms 1 to 2:
1. C -0.659
2. C -0.120

***

Model B:
Computed, not measured: C4H6S2 in the gas phase, with ωB97M-V/def2-TZVPD.

Geometry as XYZ:
```
12
Properties=species:S:1:pos:R:3
C -0.710 -0.855 -0.113
C -0.153 0.393 -0.284
C -3.600 -0.397 -0.096
C 1.357 0.488 0.087
S -2.255 -1.464 -0.418
S -3.813 1.008 0.605
H -0.076 -1.650 0.270
H -0.756 1.240 -0.388
H -4.440 -1.045 -0.396
H 1.534 1.019 1.106
H 2.029 0.913 -0.657
H 1.699 -0.624 0.221
```

Its LUMO energy is -0.3 eV. The frontier orbital gap is 8.404 eV. Its structure (SMILES) is C/C=C/SC=S.

natural (NBO) population analysis, charges in e, atoms 1 to 2:
1. C -0.450
2. C -0.133

***

Pick the most stable structure from those above. Pick: model B